# 1
Entry from the Open Molecules 2025 dataset: a cluster of 13 separate species, C48H115N13O10 in total (wB97M-V/def2-TZVPD).

Structure (ORCA input):
```
! wB97M-V def2-TZVPD RIJCOSX def2/J DEFGRID3
* xyz 0 1
C -7.221 -16.341 17.993
C -8.727 -16.237 18.414
N -9.371 -17.438 19.061
C -8.866 -18.682 18.333
C -9.663 -19.920 18.655
C -9.071 -17.481 20.493
C -9.897 -16.546 21.314
H -6.760 -15.393 17.713
H -6.995 -17.050 17.197
H -6.669 -16.681 18.868
H -8.758 -15.390 19.099
H -9.242 -15.971 17.491
H -9.178 -18.445 17.315
H -7.781 -18.771 18.381
H -9.520 -20.629 17.839
H -9.225 -20.396 19.532
H -10.645 -19.772 19.105
H -7.998 -17.380 20.650
H -9.107 -18.467 20.955
H -9.923 -15.502 21.003
H -9.449 -16.549 22.308
H -10.912 -16.920 21.449
C -3.673 -13.443 12.542
C -3.849 -14.534 13.557
N -2.776 -15.498 13.990
C -1.626 -14.847 14.480
C -0.768 -15.704 15.392
C -2.426 -16.487 12.917
C -3.632 -17.209 12.465
H -3.230 -12.542 12.965
H -4.621 -12.991 12.249
H -3.343 -13.637 11.521
H -4.097 -14.052 14.502
H -4.746 -15.086 13.275
H -1.130 -14.425 13.606
H -1.840 -13.891 14.958
H -1.403 -16.398 15.944
H -0.157 -16.246 14.670
H -0.032 -15.225 16.037
H -1.785 -17.135 13.514
H -2.065 -15.981 12.021
H -3.328 -18.159 12.026
H -4.139 -16.754 11.614
H -4.293 -17.536 13.268
C -2.446 -6.621 20.214
C -2.277 -7.355 18.860
N -3.115 -8.429 18.515
C -4.373 -8.013 17.939
C -4.092 -7.806 16.452
C -3.312 -9.373 19.599
C -3.427 -10.702 18.857
H -1.755 -5.816 20.464
H -2.487 -7.320 21.049
H -3.467 -6.245 20.148
H -2.258 -6.639 18.038
H -1.314 -7.864 18.894
H -5.122 -8.799 18.031
H -4.727 -7.102 18.421
H -4.144 -8.735 15.883
H -5.020 -7.349 16.108
H -3.206 -7.213 16.222
H -4.223 -9.204 20.173
H -2.481 -9.403 20.305
H -4.280 -10.731 18.178
H -3.679 -11.511 19.543
H -2.445 -10.934 18.445
C -17.867 -18.078 19.860
C -16.750 -18.119 20.846
O -15.909 -19.072 20.768
N -16.664 -17.055 21.736
C -15.561 -16.785 22.620
H -18.503 -17.200 19.970
H -18.469 -18.926 20.188
H -17.467 -18.236 18.859
H -17.331 -16.314 21.571
H -15.155 -15.789 22.443
H -14.777 -17.526 22.463
H -15.962 -16.819 23.633
C -2.029 -18.593 21.646
C -1.442 -19.931 22.002
O -2.079 -20.938 21.633
N -0.257 -19.941 22.595
C 0.503 -21.170 22.922
H -3.116 -18.648 21.593
H -1.610 -18.231 20.707
H -1.864 -17.807 22.383
H 0.326 -19.150 22.827
H -0.238 -21.776 23.442
H 1.271 -20.812 23.608
H 1.037 -21.673 22.116
C -11.090 -9.890 24.613
C -10.949 -11.291 25.109
O -9.996 -12.030 24.695
N -11.835 -11.678 26.010
C -11.816 -13.022 26.506
H -10.159 -9.375 24.845
H -11.864 -9.403 25.207
H -11.328 -9.794 23.554
H -12.664 -11.113 26.127
H -11.370 -13.682 25.763
H -12.811 -13.466 26.524
H -11.279 -13.097 27.452
C -14.044 -16.956 16.843
C -14.209 -15.646 17.588
O -15.241 -14.989 17.372
N -13.293 -15.290 18.438
C -13.440 -14.151 19.337
H -12.996 -17.243 16.920
H -14.396 -16.915 15.812
H -14.573 -17.823 17.238
H -12.502 -15.903 18.578
H -12.551 -13.534 19.212
H -13.328 -14.458 20.377
H -14.354 -13.589 19.147
C -10.444 -11.394 16.510
C -9.831 -11.061 15.105
O -8.972 -10.293 14.896
N -10.360 -11.697 14.042
C -11.095 -12.900 14.103
H -10.086 -10.678 17.250
H -10.236 -12.380 16.925
H -11.512 -11.178 16.517
H -9.802 -11.417 13.248
H -10.728 -13.649 13.401
H -12.128 -12.613 13.906
H -10.940 -13.289 15.109
C -9.553 -20.051 11.571
C -10.823 -20.283 12.321
O -11.717 -19.450 12.447
N -10.942 -21.497 12.971
C -12.210 -21.953 13.473
H -8.927 -20.937 11.457
H -8.914 -19.288 12.013
H -9.760 -19.757 10.542
H -10.110 -21.883 13.393
H -12.409 -23.005 13.266
H -13.064 -21.355 13.154
H -12.298 -21.796 14.548
C -4.508 -24.475 25.846
C -5.660 -23.838 25.096
O -6.681 -24.522 24.889
N -5.513 -22.559 24.731
C -6.535 -21.808 24.061
H -4.716 -25.545 25.870
H -4.365 -24.023 26.828
H -3.581 -24.433 25.274
H -4.558 -22.302 24.523
H -6.364 -20.794 24.423
H -7.568 -21.857 24.405
H -6.443 -21.865 22.977
C -10.115 -25.522 10.855
C -9.735 -25.815 12.304
O -10.605 -26.438 12.954
N -8.685 -25.298 12.873
C -8.391 -25.365 14.267
H -9.761 -26.382 10.286
H -9.750 -24.535 10.572
H -11.200 -25.611 10.805
H -7.891 -24.934 12.365
H -9.157 -24.890 14.878
H -7.591 -24.683 14.554
H -8.074 -26.356 14.592
C -5.410 -14.492 24.708
C -5.469 -13.889 23.224
O -4.490 -14.036 22.489
N -6.550 -13.332 22.771
C -6.910 -12.723 21.491
H -5.035 -13.799 25.462
H -5.026 -15.509 24.788
H -6.453 -14.721 24.924
H -7.185 -13.257 23.553
H -6.553 -13.229 20.594
H -6.518 -11.711 21.387
H -7.998 -12.776 21.514
C -13.061 -24.091 18.809
C -13.262 -25.494 18.137
O -12.355 -26.362 18.213
N -14.369 -25.754 17.375
C -14.564 -27.028 16.641
H -13.891 -23.977 19.506
H -13.095 -23.309 18.050
H -12.187 -24.148 19.458
H -15.118 -25.115 17.148
H -14.877 -26.779 15.628
H -15.281 -27.668 17.155
H -13.593 -27.525 16.621
*
```

Computed properties:
- ΔE to the lowest compared entry with this formula, charge and spin (kJ/mol) = 702.75
- LUMO level (eV) = 0.03
- gap between HOMO and LUMO (eV) = 8.0383

***

# 2
Entry from the Open Molecules 2025 dataset: the molecule C26H33N5O4 (wB97M-V/def2-TZVPD).

Structure (ORCA input):
```
! wB97M-V def2-TZVPD RIJCOSX def2/J DEFGRID3
* xyz 0 1
C -2.144 -2.755 1.079
O -1.156 -2.706 0.079
C 0.137 -2.484 0.474
C 0.521 -2.116 1.752
C 1.858 -1.923 2.063
C 2.835 -2.084 1.099
C 4.287 -1.847 1.414
C 4.545 -0.363 1.713
N 3.897 0.484 0.738
C 2.876 1.298 1.078
O 2.557 1.528 2.225
C 2.145 1.924 -0.118
C 1.911 3.416 0.136
C 1.146 4.117 -0.998
C 1.685 5.531 -1.207
C -0.353 4.178 -0.709
N 0.898 1.214 -0.290
C 0.620 0.505 -1.399
O 1.413 0.240 -2.284
N -0.704 0.097 -1.472
C -1.254 -0.681 -2.581
C -2.750 -0.876 -2.238
N -2.862 -0.201 -0.976
C -1.681 0.327 -0.557
N -1.729 0.936 0.594
C -3.050 0.797 0.986
C -3.684 1.238 2.137
C -5.028 0.948 2.282
C -5.735 0.239 1.315
C -5.124 -0.210 0.157
C -3.781 0.075 0.003
C 2.452 -2.432 -0.193
C 1.126 -2.649 -0.518
O 0.685 -3.037 -1.751
C 1.610 -3.030 -2.816
H -2.277 -1.787 1.574
H -1.912 -3.515 1.832
H -3.070 -3.024 0.572
H -0.219 -1.968 2.521
H 2.128 -1.639 3.068
H 4.900 -2.157 0.564
H 4.589 -2.435 2.282
H 4.123 -0.084 2.681
H 5.621 -0.162 1.723
H 4.026 0.246 -0.233
H 2.718 1.777 -1.040
H 1.375 3.521 1.080
H 2.893 3.877 0.262
H 1.300 3.550 -1.924
H 1.581 6.112 -0.293
H 2.737 5.508 -1.484
H 1.135 6.037 -1.998
H -0.539 4.778 0.180
H -0.880 4.636 -1.544
H -0.768 3.188 -0.543
H 0.182 1.322 0.423
H -0.734 -1.638 -2.638
H -1.104 -0.135 -3.516
H -3.410 -0.423 -2.985
H -2.999 -1.937 -2.137
H -3.137 1.786 2.886
H -5.546 1.279 3.170
H -6.783 0.035 1.471
H -5.671 -0.760 -0.594
H 3.214 -2.547 -0.948
H 2.418 -3.750 -2.653
H 2.021 -2.027 -2.965
H 1.044 -3.327 -3.698
*
```

Computed properties:
- ΔE to the lowest compared entry with this formula, charge and spin (kJ/mol) = 0.00
- LUMO level (eV) = 0.70
- gap between HOMO and LUMO (eV) = 8.6180

***

# 3
Entry from the Open Molecules 2025 dataset: a structure of composition C21H30CaIN4PSb (wB97M-V/def2-TZVPD).

Structure (ORCA input):
```
! wB97M-V def2-TZVPD RIJCOSX def2/J DEFGRID3
* xyz -1 1
Ca 0.672 0.318 -0.502
C 0.893 3.046 -6.036
Sb 0.495 2.776 -3.686
C 2.409 3.708 -3.288
C 1.363 0.797 -3.885
H 1.939 2.865 -6.306
H 0.605 4.046 -6.374
H 0.262 2.311 -6.546
H 3.130 3.434 -4.061
H 2.755 3.368 -2.314
H 2.306 4.795 -3.270
H 1.659 0.597 -4.914
H 0.645 0.033 -3.571
H 2.244 0.753 -3.240
C 3.246 -3.361 3.937
N 3.178 -3.257 2.484
C 2.194 -4.220 1.998
N 0.877 -4.064 2.606
C 1.014 -4.129 4.056
N 1.962 -3.161 4.602
C 1.473 -1.796 4.428
P 1.174 -1.255 2.628
C 2.854 -1.902 2.051
C 0.236 -2.826 2.180
H 3.967 -2.632 4.315
H 3.597 -4.367 4.187
H 2.558 -5.225 2.229
H 2.101 -4.115 0.915
H 1.364 -5.131 4.319
H 0.036 -3.962 4.513
H 2.192 -1.102 4.873
H 0.533 -1.687 4.976
H 3.624 -1.221 2.427
H 2.874 -1.853 0.957
H 0.113 -2.847 1.093
H -0.758 -2.778 2.637
C 0.119 2.394 -1.493
C -1.006 2.862 -0.813
C -1.908 3.885 -1.300
C -3.028 4.285 -0.615
C -3.377 3.739 0.629
C -2.524 2.776 1.160
C -1.390 2.367 0.492
H -1.673 4.340 -2.255
H -3.653 5.064 -1.044
H -4.265 4.057 1.160
H -2.752 2.327 2.124
H -0.741 1.637 0.982
I -4.808 -1.216 1.929
C -3.728 -0.796 0.163
C -4.377 -0.303 -0.957
C -3.578 -0.049 -2.066
C -2.226 -0.307 -2.008
N -1.607 -0.800 -0.925
C -2.371 -1.015 0.153
H -5.438 -0.109 -0.959
H -4.019 0.359 -2.965
H -1.581 -0.088 -2.850
H -1.858 -1.364 1.039
*
```

Computed properties:
- ΔE to the lowest compared entry with this formula, charge and spin (kJ/mol) = 174.54
- LUMO level (alpha / beta) (eV) = 1.85 / 1.85
- gap between HOMO and LUMO (alpha / beta) (eV) = 4.0545 / 3.2769

***

# 4
Entry from the Open Molecules 2025 dataset: a structure of composition C24H41N10O3S4Ti (wB97M-V/def2-TZVPD).

Structure (ORCA input):
```
! wB97M-V def2-TZVPD RIJCOSX def2/J DEFGRID3
* xyz 3 1
Ti -0.411 -0.249 -0.416
O 5.093 0.266 -2.036
C 4.473 1.444 -1.893
C 5.164 2.586 -2.309
C 4.603 3.832 -2.164
C 3.322 3.993 -1.607
C 2.630 2.881 -1.208
C 3.186 1.587 -1.346
C 2.420 0.426 -0.954
O 1.095 0.650 -0.593
N 2.829 -0.774 -0.998
N 1.838 -1.720 -0.773
C 2.321 -2.923 -0.836
S 1.231 -4.283 -0.832
C 2.517 -5.555 -0.659
C 3.738 -5.053 -1.407
S 3.998 -3.304 -1.004
H 4.526 -0.445 -1.688
H 6.152 2.455 -2.731
H 5.162 4.704 -2.483
H 2.894 4.980 -1.497
H 1.637 2.985 -0.791
H 2.124 -6.474 -1.092
H 2.718 -5.708 0.398
H 3.622 -5.154 -2.484
H 4.632 -5.590 -1.093
N -2.508 -0.992 -0.117
C -2.788 -2.262 -0.845
C -2.155 -2.123 -2.203
N -0.721 -1.774 -1.970
H -2.798 -1.063 0.853
H -3.067 -0.244 -0.539
H -3.854 -2.460 -0.917
H -2.332 -3.085 -0.293
H -2.616 -1.314 -2.765
H -2.233 -3.036 -2.788
H -0.271 -1.507 -2.844
H -0.229 -2.613 -1.672
C 0.347 4.573 3.263
N -0.481 3.702 2.416
C -0.107 2.601 1.790
N 1.136 2.142 1.943
S -1.335 1.810 0.839
H 0.063 5.603 3.072
H 1.400 4.477 3.014
H 0.200 4.342 4.316
H -1.458 3.939 2.328
H 1.828 2.659 2.459
H 1.471 1.441 1.303
C -4.598 4.136 -2.324
C -4.497 2.627 -2.565
C -3.086 2.129 -2.577
N -2.622 1.196 -1.831
N -1.263 0.934 -2.029
C -0.750 1.696 -2.986
N 0.512 1.650 -3.427
S -1.894 2.776 -3.668
H -5.643 4.439 -2.325
H -4.096 4.708 -3.106
H -4.163 4.413 -1.363
H -4.963 2.366 -3.518
H -5.018 2.067 -1.788
H 1.244 1.265 -2.852
H 0.825 2.329 -4.104
O -0.160 -1.085 1.292
C -0.040 -1.220 2.563
C -0.618 -0.273 3.545
C -2.004 -0.909 3.886
C -2.036 -2.399 4.283
C -1.804 -3.441 3.164
C -0.341 -3.603 2.694
N 0.399 -2.361 3.058
H -0.737 0.728 3.150
H 0.007 -0.250 4.440
H -2.679 -0.756 3.038
H -2.418 -0.312 4.698
H -3.032 -2.580 4.687
H -1.362 -2.582 5.128
H -2.440 -3.181 2.311
H -2.161 -4.409 3.513
H -0.260 -3.753 1.627
H 0.165 -4.429 3.184
H 0.529 -2.289 4.060
*
```

Computed properties:
- LUMO level (eV) = -9.10
- gap between HOMO and LUMO (eV) = 6.2973

***

# 5
Entry from the Open Molecules 2025 dataset: the ion C2H6N3S with charge +1 (wB97M-V/def2-TZVPD).

Structure (ORCA input):
```
! wB97M-V def2-TZVPD RIJCOSX def2/J DEFGRID3
* xyz 1 1
N 1.055 -1.522 -0.663
C 0.819 -0.199 -0.538
N 0.554 0.300 0.710
C -0.599 0.947 0.999
N -1.452 1.094 -0.005
S -1.455 0.272 -1.418
H 0.835 -2.181 0.034
H 1.153 -1.906 -1.546
H 1.209 0.345 -1.319
H 1.051 -0.191 1.507
H -0.815 1.450 2.026
H -2.356 1.591 0.214
*
```

Computed properties:
- ΔE to the lowest compared entry with this formula, charge and spin (kJ/mol) = 164.05
- LUMO level (eV) = -4.88
- gap between HOMO and LUMO (eV) = 7.6809

***

# 6
Entry from the Open Molecules 2025 dataset: the molecule C11H12ClNO2 (wB97M-V/def2-TZVPD).

Structure (ORCA input):
```
! wB97M-V def2-TZVPD RIJCOSX def2/J DEFGRID3
* xyz 0 1
C -0.856 -1.401 -2.591
C -1.592 -0.917 -1.256
O -2.497 -1.551 -0.790
C -1.018 0.360 -0.684
C -1.568 1.566 -1.037
C -1.010 2.791 -0.693
C 0.202 2.753 -0.063
C 0.822 1.631 0.268
C 0.139 0.404 0.052
C 1.055 -0.849 0.469
N 2.351 -0.894 -0.209
Cl 0.102 -2.411 0.216
C 1.244 -0.893 1.989
C 0.089 -0.786 2.883
O 2.278 -1.169 2.525
H -0.170 -0.723 -2.824
H -1.517 -1.493 -3.412
H -0.529 -2.386 -2.350
H -2.587 1.511 -1.498
H -1.492 3.722 -0.742
H 0.671 3.655 0.336
H 1.707 1.641 0.921
H 2.086 -0.834 -1.163
H 2.784 -1.821 0.075
H 0.302 -1.122 3.893
H -0.883 -1.124 2.590
H -0.115 0.338 3.095
*
```

Computed properties:
- ΔE to the lowest compared entry with this formula, charge and spin (kJ/mol) = 0.00
- LUMO level (eV) = 0.57
- gap between HOMO and LUMO (eV) = 10.2318

***

# 7
Entry from the Open Molecules 2025 dataset: a structure of composition C6H8OS (wB97M-V/def2-TZVPD).

Structure (ORCA input):
```
! wB97M-V def2-TZVPD RIJCOSX def2/J DEFGRID3
* xyz 0 1
C -0.029 -0.269 -0.765
C 1.361 -0.186 -0.089
C 1.155 0.704 1.146
C 0.346 -0.555 1.501
C -0.815 -0.492 0.527
C -2.117 -0.597 0.730
H 0.130 1.044 -2.736
H -0.069 -1.135 -1.430
H 2.216 -0.110 -0.737
H 0.628 1.646 1.010
H 2.089 0.778 1.736
H 0.150 -0.887 2.540
H -2.501 -0.796 1.727
H -2.856 -0.536 -0.079
O 1.323 -1.350 0.770
S -0.611 1.198 -1.656
*
```

Computed properties:
- ΔE to the lowest compared entry with this formula, charge and spin (kJ/mol) = 188.01
- LUMO level (eV) = 0.74
- gap between HOMO and LUMO (eV) = 9.8894

***

# 8
Entry from the Open Molecules 2025 dataset: the ion C7H7BrClN3 with charge +2 (wB97M-V/def2-TZVPD).

Structure (ORCA input):
```
! wB97M-V def2-TZVPD RIJCOSX def2/J DEFGRID3
* xyz 2 3
C 1.905 0.985 -0.412
C -1.368 -1.531 1.358
C -1.690 -0.284 0.997
C 1.682 -0.343 -0.182
C 0.849 1.948 -0.028
C 0.407 -0.749 0.266
C -0.946 0.161 -1.469
N -0.436 1.601 0.245
N -0.062 -1.810 0.880
N -0.671 0.230 0.072
Cl 1.168 3.515 0.192
Br 3.019 -1.675 -0.250
H 2.875 1.516 -0.692
H -1.867 -2.040 2.246
H -2.634 0.349 1.068
H 0.083 0.223 -1.843
H -1.503 -0.673 -1.771
H -1.301 1.202 -1.660
H 0.487 -2.626 0.983
*
```

Computed properties:
- ΔE to the lowest compared entry with this formula, charge and spin (kJ/mol) = 0.00
- LUMO level (alpha / beta) (eV) = -8.59 / -12.84
- gap between HOMO and LUMO (alpha / beta) (eV) = 8.0877 / 5.5239
- <S²> = 2.0457

***

| no. | energy (eV) |
| --- | --- |
| 1 | -91484.20089 |
| 2 | -43140.27876 |
| 3 | -70584.27842 |
| 4 | -113034.63370 |
| 5 | -17468.43780 |
| 6 | -29707.63183 |
| 7 | -19232.31522 |
| 8 | -94383.57197 |